(1)
Below is a 2-piece molecular cluster, C33H60N2O6Si overall in a non-equilibrium geometry, with properties calculated with the ωB97M-V functional and the def2-TZVPD basis.

- E_LUMO (eV) = 0.55
- charge = 0
- HOMO (Eh) = -0.312
- 2S+1 = 1

CARTESIAN COORDINATES (ANGSTROEM)
C 0.528 0.260 5.028
C 2.040 -0.104 5.333
C 3.051 0.907 4.635
O 3.182 0.483 3.277
C 3.927 1.416 2.459
C 2.916 2.548 2.030
C 3.560 3.734 1.215
O 2.540 4.649 0.751
Si 2.324 4.592 -0.944
C 1.250 6.091 -1.485
C 1.347 3.024 -1.467
C 3.945 4.734 -1.944
C 5.152 2.171 3.140
C 6.282 2.043 2.032
O 7.109 2.872 1.746
N 6.027 0.748 1.482
C 4.570 0.482 1.351
C 3.990 0.482 -0.110
C 3.656 -1.005 -0.549
O 3.653 -1.147 -1.977
C 2.986 -2.369 -2.344
C 1.448 -2.048 -2.460
O 0.609 -3.113 -1.896
C -0.603 -2.450 -1.589
C -0.999 -2.076 -0.241
C -2.257 -1.352 -0.045
C -3.176 -0.983 -1.123
C -4.518 -0.166 -0.885
C -4.174 1.342 -1.156
C -5.533 -0.604 -2.043
C -5.210 -0.527 0.483
C -5.403 0.605 1.554
C -6.067 -0.122 2.830
C -6.483 1.725 1.146
C -4.058 1.241 2.120
C -2.757 -1.393 -2.487
C -1.496 -2.108 -2.702
H 0.492 1.000 4.190
H 0.023 -0.683 4.665
H -0.038 0.590 5.933
H 2.246 -0.150 6.439
H 2.282 -1.122 4.909
H 4.007 0.826 5.229
H 2.648 1.946 4.763
H 2.390 3.019 2.911
H 2.106 2.076 1.405
H 4.167 3.277 0.383
H 4.269 4.360 1.828
H 1.819 7.060 -1.371
H 0.311 6.122 -0.875
H 0.963 6.000 -2.571
H 1.901 2.589 -2.345
H 1.295 2.261 -0.638
H 0.310 3.304 -1.783
H 4.539 3.797 -1.721
H 4.542 5.588 -1.522
H 3.764 4.835 -3.044
H 4.918 3.200 3.521
H 5.612 1.587 3.992
H 6.589 0.641 0.633
H 4.487 -0.538 1.826
H 4.819 0.826 -0.800
H 3.130 1.175 -0.273
H 4.441 -1.700 -0.122
H 2.629 -1.236 -0.139
H 3.356 -2.639 -3.373
H 3.229 -3.222 -1.659
H 1.173 -1.876 -3.543
H 1.168 -1.109 -1.901
H -0.338 -2.335 0.623
H -2.526 -1.076 0.998
H -3.370 1.752 -0.481
H -5.083 2.006 -1.178
H -3.732 1.408 -2.195
H -5.180 -0.317 -3.063
H -5.859 -1.669 -1.943
H -6.462 0.019 -1.854
H -6.238 -0.943 0.259
H -4.669 -1.377 0.995
H -7.145 -0.301 2.535
H -6.079 0.557 3.718
H -5.572 -1.112 3.023
H -5.904 2.689 1.071
H -7.317 1.792 1.883
H -6.856 1.471 0.111
H -3.241 0.478 2.224
H -4.300 1.563 3.177
H -3.734 2.168 1.587
H -3.362 -1.158 -3.386
H -1.180 -2.423 -3.730
C -0.870 -7.798 -4.370
N -1.364 -6.579 -3.762
C -0.586 -5.955 -2.704
C -2.528 -6.004 -4.149
O -2.996 -4.984 -3.681
H -0.773 -8.569 -3.601
H 0.108 -7.605 -4.817
H -1.553 -8.150 -5.143
H -1.194 -5.900 -1.798
H -0.318 -4.943 -3.004
H 0.317 -6.530 -2.505
H -3.037 -6.558 -4.956

***

(2)
Below is a 2-piece molecular cluster, C2H6O3PS overall in a non-equilibrium geometry, with properties calculated with the ωB97M-V functional and the def2-TZVPD basis.

- E_LUMO (eV) = 3.72
- charge = -1
- HOMO (Eh) = -0.125
- 2S+1 = 1

CARTESIAN COORDINATES (ANGSTROEM)
C 1.373 -1.058 0.964
C -1.009 1.394 -1.030
O -1.379 -0.706 1.782
O -0.550 0.636 3.847
O 1.140 -0.534 2.231
P -0.327 -0.004 2.551
S 0.047 2.105 0.249
H 0.534 -0.644 0.334
H 1.334 -2.065 1.088
H 2.372 -0.660 0.612
H -1.770 2.145 -1.458
H -1.594 0.484 -0.624
H -0.373 0.991 -1.813

***

(3)
Below is one molecule with the formula C2H2N2OS2 in a non-equilibrium geometry, with properties calculated with the ωB97M-V functional and the def2-TZVPD basis.

- E_LUMO (eV) = -0.47
- charge = 0
- HOMO (Eh) = -0.334
- 2S+1 = 1

CARTESIAN COORDINATES (ANGSTROEM)
O -3.108 -1.426 -1.768
S -1.777 -1.069 -2.287
C -1.075 0.780 -1.954
N -0.428 0.983 -0.877
N -0.372 0.071 0.173
C -0.472 -1.177 0.184
S -0.733 -2.409 -1.107
H -0.140 1.910 -0.611
H -0.380 -1.714 1.236

***

(4)
Below is a 5-piece molecular cluster, C7H24O5S2 overall in a non-equilibrium geometry, with properties calculated with the ωB97M-V functional and the def2-TZVPD basis.

- E_LUMO (eV) = 0.32
- charge = 0
- HOMO (Eh) = -0.327
- 2S+1 = 1

CARTESIAN COORDINATES (ANGSTROEM)
C -9.374 -5.966 9.597
S -10.183 -7.358 8.896
O -10.649 -8.224 10.057
C -11.637 -6.514 8.358
H -9.922 -5.688 10.502
H -9.387 -5.158 8.869
H -8.340 -6.201 9.876
H -11.416 -5.763 7.597
H -12.054 -6.068 9.256
H -12.323 -7.266 7.979
C -3.631 -4.866 11.296
S -3.350 -4.603 13.008
O -4.732 -4.391 13.652
C -2.921 -6.224 13.439
H -3.889 -3.941 10.790
H -4.398 -5.618 11.135
H -2.677 -5.228 10.936
H -2.786 -6.333 14.514
H -1.980 -6.467 12.952
H -3.688 -6.909 13.089
C -6.417 -6.763 15.107
O -6.667 -7.643 16.214
H -5.430 -6.869 14.659
H -7.192 -6.968 14.361
H -6.522 -5.719 15.413
H -7.608 -7.563 16.404
C -7.104 -3.465 11.419
O -7.167 -4.519 12.315
H -7.520 -3.711 10.426
H -7.746 -2.652 11.827
H -6.072 -3.087 11.279
H -6.434 -4.464 12.948
C -6.837 -3.613 7.474
O -5.748 -4.221 8.148
H -7.740 -4.085 7.879
H -6.854 -2.549 7.721
H -6.774 -3.701 6.377
H -5.750 -5.154 7.930

***

(5)
Below is a 9-piece molecular cluster, C56H43Cl16NO5P overall in a non-equilibrium geometry, with properties calculated with the ωB97M-V functional and the def2-TZVPD basis.

- E_LUMO (eV) = -5.00
- charge = +1
- HOMO (Eh) = -0.386
- 2S+1 = 1

CARTESIAN COORDINATES (ANGSTROEM)
C 2.177 0.883 -1.814
O 2.198 -0.332 -2.585
C 2.572 -1.495 -1.816
C 3.877 -1.076 -1.010
C 3.762 -0.943 0.435
C 4.958 -0.511 1.191
C 4.757 -0.356 2.730
O 3.625 -0.210 3.115
O 5.752 -0.330 3.667
C 6.200 -0.238 0.417
P 7.790 0.365 1.270
O 7.257 1.675 2.220
O 8.613 1.136 -0.010
C 6.169 -0.421 -1.042
N 5.027 -0.827 -1.721
H 3.156 1.454 -1.858
H 1.417 1.576 -2.279
H 1.832 0.744 -0.753
H 1.735 -1.789 -1.080
H 2.863 -2.360 -2.482
H 2.815 -1.142 0.986
H 6.507 -0.913 3.433
H 6.582 2.107 1.653
H 7.911 1.632 -0.487
H 7.062 -0.203 -1.683
H 4.980 -0.936 -2.737
Cl -0.565 -2.071 -2.923
C -1.607 -1.102 -1.942
C -1.225 -0.637 -0.688
Cl 0.335 -0.980 -0.010
C -2.101 0.130 0.068
C -3.360 0.436 -0.428
C -3.741 -0.020 -1.680
C -2.867 -0.789 -2.437
H -1.808 0.488 1.045
H -4.044 1.034 0.163
H -4.721 0.222 -2.067
H -3.172 -1.144 -3.413
Cl -3.944 -4.559 -3.349
C -3.430 -4.909 -4.962
C -3.516 -3.974 -5.989
Cl -4.132 -2.378 -5.737
C -3.096 -4.313 -7.270
C -2.589 -5.578 -7.527
C -2.498 -6.510 -6.502
C -2.918 -6.175 -5.222
H -3.162 -3.590 -8.075
H -2.265 -5.837 -8.528
H -2.100 -7.498 -6.699
H -2.846 -6.907 -4.427
Cl 8.744 -1.169 3.967
C 8.738 -0.947 5.686
C 9.455 -1.778 6.539
Cl 10.418 -3.086 5.953
C 9.410 -1.563 7.912
C 8.654 -0.521 8.430
C 7.942 0.312 7.576
C 7.984 0.098 6.207
H 9.965 -2.207 8.582
H 8.621 -0.358 9.501
H 7.354 1.128 7.979
H 7.426 0.750 5.545
Cl -6.967 1.338 -1.297
C -6.564 2.977 -0.924
C -5.578 3.677 -1.614
Cl -4.677 2.975 -2.913
C -5.293 4.992 -1.264
C -5.987 5.608 -0.233
C -6.973 4.911 0.453
C -7.260 3.598 0.107
H -4.525 5.542 -1.796
H -5.759 6.632 0.037
H -7.519 5.390 1.256
H -8.030 3.059 0.646
Cl -3.743 -4.593 5.138
C -2.336 -4.250 4.197
C -2.238 -3.113 3.401
Cl -3.507 -1.946 3.296
C -1.087 -2.887 2.657
C -0.034 -3.788 2.706
C -0.129 -4.922 3.504
C -1.278 -5.151 4.248
H -1.008 -2.004 2.036
H 0.861 -3.608 2.121
H 0.693 -5.627 3.547
H -1.347 -6.037 4.868
Cl -2.969 3.556 6.863
C -2.411 1.928 7.014
C -2.640 0.972 6.030
Cl -3.493 1.347 4.571
C -2.176 -0.326 6.205
C -1.483 -0.671 7.357
C -1.249 0.285 8.338
C -1.713 1.581 8.166
H -2.353 -1.074 5.445
H -1.125 -1.685 7.490
H -0.706 0.020 9.237
H -1.529 2.322 8.934
Cl -0.541 -1.443 -8.935
C -1.845 -0.600 -9.694
C -2.765 -1.245 -10.514
Cl -2.684 -2.942 -10.829
C -3.792 -0.519 -11.108
C -3.902 0.846 -10.882
C -2.987 1.489 -10.059
C -1.961 0.767 -9.467
H -4.509 -1.015 -11.749
H -4.703 1.408 -11.348
H -3.073 2.554 -9.878
H -1.249 1.274 -8.827
Cl -1.765 2.681 0.217
C -1.367 4.327 0.582
C -0.387 5.025 -0.115
Cl 0.506 4.310 -1.413
C -0.101 6.343 0.225
C -0.793 6.963 1.256
C -1.776 6.267 1.949
C -2.061 4.952 1.612
H 0.663 6.891 -0.313
H -0.566 7.989 1.518
H -2.319 6.750 2.752
H -2.827 4.413 2.157

***

(6)
Below is a 7-piece molecular cluster, C4H22N8O7 overall in a non-equilibrium geometry, with properties calculated with the ωB97M-V functional and the def2-TZVPD basis.

- E_LUMO (eV) = -0.57
- charge = 0
- HOMO (Eh) = -0.367
- 2S+1 = 1

CARTESIAN COORDINATES (ANGSTROEM)
N 11.219 8.637 10.993
C 10.465 7.611 11.358
N 10.887 6.494 10.805
O 9.501 7.738 12.008
H 10.948 9.591 11.183
H 12.103 8.451 10.541
H 11.695 6.461 10.201
H 10.280 5.707 10.987
N 15.568 6.945 13.419
C 14.861 7.857 13.996
N 14.014 8.245 13.078
O 14.849 8.169 15.214
H 16.397 6.630 13.902
H 15.382 6.755 12.444
H 14.109 8.065 12.088
H 13.437 9.005 13.407
N 12.997 4.792 13.329
C 11.833 4.587 13.915
N 11.099 5.642 13.995
O 11.400 3.534 14.338
H 13.312 5.750 13.272
H 13.689 4.061 13.403
H 11.350 6.432 13.418
H 10.212 5.728 14.470
N 14.370 1.920 13.441
C 15.041 1.847 12.372
N 14.327 1.407 11.366
O 16.206 2.152 12.258
H 13.482 1.454 13.565
H 14.881 2.224 14.257
H 13.352 1.234 11.561
H 14.697 1.668 10.463
O 8.891 3.721 15.166
H 8.606 4.132 14.350
H 9.843 3.659 15.083
O 7.997 6.057 13.672
H 7.158 5.950 13.225
H 8.534 6.560 13.059
O 12.690 4.268 16.885
H 12.943 3.352 17.000
H 11.937 4.236 16.295

***

(7)
Below is a 3-piece molecular cluster, C9H19N overall in a non-equilibrium geometry, with properties calculated with the ωB97M-V functional and the def2-TZVPD basis.

- E_LUMO (alpha / beta) (eV) = 0.75 / 0.75
- charge = 0
- HOMO (alpha / beta) (Eh) = -0.215 / -0.215
- 2S+1 = 1

CARTESIAN COORDINATES (ANGSTROEM)
C -0.206 0.087 0.669
C -0.054 0.397 -0.694
C -2.148 0.930 -0.725
C -0.252 1.157 1.723
C 0.060 -0.620 -1.796
C 2.716 -1.338 0.317
C -3.138 -0.178 -0.480
C 2.122 0.025 0.163
N -0.562 -1.147 1.088
C 2.846 1.138 0.168
H 0.254 1.405 -0.917
H -0.617 -1.910 0.434
H -0.850 -1.293 2.040
H -2.113 1.258 -1.764
H -2.288 1.795 -0.078
H 0.513 0.956 2.475
H -1.228 1.174 2.212
H -0.061 2.136 1.291
H -0.851 -0.667 -2.398
H 0.259 -1.630 -1.432
H 0.894 -0.359 -2.446
H 3.796 -1.317 0.534
H 2.576 -1.935 -0.591
H 2.235 -1.892 1.132
H 3.934 1.143 0.305
H 2.402 2.122 0.018
H -2.903 -1.071 -1.068
H -3.170 -0.470 0.574
H -4.166 0.104 -0.754

***

(8)
Below is a 8-piece molecular cluster, C12H40O8 overall in a non-equilibrium geometry, with properties calculated with the ωB97M-V functional and the def2-TZVPD basis.

- E_LUMO (eV) = 0.26
- charge = 0
- HOMO (Eh) = -0.371
- 2S+1 = 1

CARTESIAN COORDINATES (ANGSTROEM)
C 5.982 1.757 4.273
C 6.407 0.503 3.487
C 7.841 -0.044 3.923
O 5.379 -0.511 3.653
H 6.231 1.525 5.308
H 4.952 2.113 4.235
H 6.573 2.643 4.042
H 6.354 0.853 2.456
H 7.868 -0.480 4.921
H 8.608 0.728 3.981
H 8.232 -0.791 3.232
H 5.771 -1.309 3.289
C -5.898 1.253 -2.436
C -5.941 -0.215 -2.422
C -7.255 -0.904 -2.940
O -4.896 -0.761 -3.150
H -5.987 1.633 -3.454
H -4.891 1.572 -2.168
H -6.518 1.632 -1.624
H -5.728 -0.559 -1.410
H -7.335 -1.985 -2.823
H -7.516 -0.898 -3.998
H -8.098 -0.479 -2.395
H -5.110 -0.639 -4.077
C -0.135 -1.382 -0.151
O -0.168 -1.237 -1.562
H 0.870 -1.465 0.263
H -0.697 -0.597 0.355
H -0.767 -2.256 0.004
H -1.050 -1.154 -1.930
C -4.243 -5.199 3.597
O -4.187 -6.091 2.511
H -5.247 -4.790 3.714
H -3.894 -5.783 4.449
H -3.614 -4.331 3.399
H -5.092 -6.409 2.469
C 1.868 4.403 -0.894
O 3.018 4.200 -0.071
H 1.529 3.407 -1.179
H 0.966 4.783 -0.414
H 2.166 4.859 -1.838
H 2.839 3.415 0.452
C -3.480 4.135 3.939
O -4.748 4.750 3.869
H -3.348 3.486 3.073
H -2.614 4.789 4.037
H -3.431 3.385 4.728
H -4.748 5.479 4.493
C 5.980 -5.439 -1.410
O 5.286 -4.384 -0.702
H 5.228 -6.013 -1.952
H 6.704 -4.999 -2.095
H 6.415 -6.081 -0.644
H 4.740 -3.954 -1.365
C -0.053 2.592 -7.030
O -0.033 1.533 -7.934
H 0.857 3.192 -7.017
H -0.871 3.288 -7.216
H -0.228 2.196 -6.029
H -0.843 1.030 -7.824

***

Number 1: DFT total energy -58334.902 eV. Number 2: DFT total energy -28440.367 eV. Number 3: DFT total energy -28799.338 eV. Number 4: DFT total energy -39552.854 eV. Number 5: DFT total energy -280138.511 eV. Number 6: DFT total energy -30760.579 eV. Number 7: DFT total energy -11126.050 eV. Number 8: DFT total energy -29467.634 eV.